{"formula": "C2H2FN2O2", "method": "ωB97M-V with the def2-TZVPD basis set", "gap_ev": 8.47, "total_charge": 1, "relative_energy_kj_mol": 0.0, "e_tot_ha": -436.6561, "multiplicity": 1, "species": ["C", "C", "N", "N", "O", "O", "F", "H", "H"], "coordinates": [[0.4990, 0.5882, -1.1847], [1.3647, 0.7238, -0.2494], [-0.6098, -0.7885, 0.9786], [-0.9371, -0.3483, -0.2232], [2.3585, 0.9459, 0.2069], [0.4815, -0.5063, 1.4457], [-2.0864, -0.7777, -0.6768], [0.3003, 1.2650, -1.9543], [-1.3706, -1.1021, 1.6573]], "forces_ev_per_angstrom": [[-4.1, -3.1, 0.4], [0.8, 0.0, 0.6], [-0.6, 1.7, -0.6], [3.2, 1.0, 0.6], [2.9, 0.8, 1.7], [-0.8, -0.5, -0.5], [-0.5, -0.2, -0.2], [-1.3, 0.6, -1.1], [0.4, -0.3, -1.1]], "mulliken_charge": [-0.44, 0.81, 0.41, 0.15, -0.12, -0.44, -0.12, 0.39, 0.35]}

***

{"formula": "C2H2FN3S", "method": "ωB97M-V with the def2-TZVPD basis set", "gap_ev": [6.09, 6.09], "relative_energy_kj_mol": 359.8, "e_tot_ha": -739.5599, "multiplicity": 1, "species": ["C", "C", "N", "N", "N", "F", "S", "H", "H"], "coordinates": [[1.6199, 0.8659, 0.0649], [0.3687, -0.8319, -0.0804], [1.6389, -0.4890, 0.0117], [0.3982, 1.3413, 0.0028], [-0.3506, 0.2758, -0.0932], [-3.1384, -1.2042, 0.1423], [-3.0162, 0.4017, -0.0513], [2.5014, 1.4633, 0.1528], [-0.0220, -1.8230, -0.1499]], "forces_ev_per_angstrom": [[-0.4, -1.0, -0.1], [0.4, -0.6, 0.0], [0.7, -0.4, 0.0], [-0.9, 1.0, 0.1], [-2.8, 1.1, 0.0], [-0.1, 1.3, -0.2], [3.1, -1.5, 0.1], [0.2, 0.3, 0.0], [-0.2, -0.3, 0.0]], "mulliken_charge": [-0.07, -0.09, -0.56, -0.53, 0.18, -0.16, 0.44, 0.39, 0.39]}

***

{"formula": "C2H2FNO", "method": "ωB97M-V with the def2-TZVPD basis set", "gap_ev": [4.92, 4.95], "relative_energy_kj_mol": 429.6, "e_tot_ha": -307.0834, "multiplicity": 1, "species": ["C", "C", "N", "O", "F", "H", "H"], "coordinates": [[1.6601, -0.0134, -0.4202], [-0.3999, -0.3191, 0.5468], [0.6799, 0.2736, 0.2365], [2.7011, 0.0837, -0.9105], [-2.9662, 1.0624, -0.9274], [-1.0440, 0.2529, 1.1915], [-0.6311, -1.3401, 0.2833]], "forces_ev_per_angstrom": [[4.0, 1.2, -1.7], [-2.6, 0.1, 0.7], [-0.5, 0.4, 0.4], [-1.3, -0.9, 0.2], [1.1, -0.6, 0.6], [-0.6, -0.1, 0.1], [-0.1, -0.1, -0.2]], "mulliken_charge": [0.61, -0.03, -0.16, -0.22, -0.73, 0.25, 0.28]}

***

{"formula": "C2H2FNO", "method": "ωB97M-V with the def2-TZVPD basis set", "gap_ev": [10.05, 7.95], "relative_energy_kj_mol": 471.1, "e_tot_ha": -307.0677, "multiplicity": 1, "species": ["C", "C", "N", "O", "F", "H", "H"], "coordinates": [[0.9206, -0.7345, -0.7540], [-1.5787, 0.3529, 1.8178], [-0.0286, -0.7256, -0.1089], [-1.1099, 1.3477, 2.1586], [0.6502, 1.8088, 1.7403], [1.6569, -0.9012, -1.5960], [-1.2510, -0.4108, 1.1155]], "forces_ev_per_angstrom": [[0.2, -0.7, -1.6], [0.6, 1.8, 0.5], [1.1, -0.2, -0.6], [-1.6, -0.8, 0.5], [0.5, -0.1, -0.4], [-1.0, 0.6, 1.8], [0.1, -0.6, -0.2]], "mulliken_charge": [-0.05, 0.14, -0.30, -0.03, -0.55, 0.29, 0.49]}

***

{"formula": "C2H2FNO2", "method": "ωB97M-V with the def2-TZVPD basis set", "gap_ev": [8.76, 8.77], "relative_energy_kj_mol": 483.8, "e_tot_ha": -382.3462, "multiplicity": 1, "species": ["C", "C", "N", "O", "O", "F", "H", "H"], "coordinates": [[-0.6559, 0.6329, -0.3712], [-1.2736, 0.0261, 0.6235], [1.4635, -0.0971, -0.2608], [-1.8020, -0.3332, 1.5946], [1.8435, -0.2477, 0.8013], [1.1807, -1.4791, -1.0399], [-0.0408, 1.3566, -0.0420], [-0.7154, 0.1416, -1.3054]], "forces_ev_per_angstrom": [[-3.0, -2.7, 0.2], [-0.8, 0.7, 1.3], [1.8, -0.7, 1.0], [0.5, -0.2, -1.0], [-0.6, -0.5, -1.8], [0.3, 0.4, 0.8], [1.6, 2.8, 0.4], [0.2, 0.1, -0.9]], "mulliken_charge": [-1.01, 0.80, 0.40, -0.34, -0.16, -0.38, 0.39, 0.30]}

***

{"formula": "C2H2FNO2", "method": "ωB97M-V with the def2-TZVPD basis set", "gap_ev": [8.98, 8.98], "relative_energy_kj_mol": 348.2, "e_tot_ha": -382.3978, "multiplicity": 1, "species": ["O", "C", "C", "F", "N", "O", "H", "H"], "coordinates": [[1.8822, -0.4496, 1.0703], [0.8052, -0.1296, 0.6953], [-0.1221, -1.0120, -0.1650], [0.4389, -2.2140, -0.4339], [-1.3512, -1.2285, 0.5581], [-2.0205, -0.2516, 0.7925], [0.3032, 0.8248, 0.9377], [-0.2779, -0.4789, -1.1167]], "forces_ev_per_angstrom": [[0.3, -0.1, 0.0], [-0.7, 0.1, 0.1], [1.0, 0.5, -0.7], [-0.1, -0.1, 0.1], [-1.4, -0.1, 0.7], [0.9, -0.4, -0.5], [0.2, 0.1, 0.1], [-0.3, 0.0, 0.2]], "mulliken_charge": [-0.39, -0.08, 0.41, -0.25, 0.02, -0.28, 0.34, 0.24]}

***

{"formula": "C2H2FNP2", "method": "ωB97M-V with the def2-TZVPD basis set", "gap_ev": 7.96, "relative_energy_kj_mol": 232.6, "e_tot_ha": -914.5631, "multiplicity": 1, "species": ["N", "P", "C", "C", "P", "F", "H", "H"], "coordinates": [[1.4927, 0.4656, -1.1144], [0.6115, -0.7362, -1.0661], [-0.5093, -0.7741, 0.2408], [-0.6844, 0.3756, 0.9582], [0.2616, 1.6240, 1.2770], [-0.7589, 2.7474, 0.6320], [0.4977, -2.0373, -1.6690], [-0.9109, -1.6650, 0.7416]], "forces_ev_per_angstrom": [[1.1, 0.3, -1.2], [0.2, -0.6, -0.2], [-2.3, 0.9, 4.1], [0.8, -3.6, -1.7], [-1.0, 2.2, -0.5], [1.0, 0.2, 0.7], [0.4, 0.7, -0.1], [-0.1, -0.2, -1.0]], "mulliken_charge": [-0.56, 0.39, -0.20, 0.01, 0.21, -0.29, 0.10, 0.34]}

***

{"formula": "C2H2FNaO2Tl", "method": "ωB97M-V with the def2-TZVPD basis set", "gap_ev": [5.63, 6.92], "relative_energy_kj_mol": 0.0, "e_tot_ha": -662.4658, "multiplicity": 2, "species": ["H", "O", "C", "C", "O", "H", "Tl", "Na", "F"], "coordinates": [[0.7936, -0.2248, -0.5457], [-1.1254, 0.4416, -0.5668], [0.0082, 0.5019, -0.0042], [0.1535, 0.4041, 1.4089], [0.5517, -0.6702, 1.9716], [-0.4223, 1.1366, 2.0025], [0.9667, -2.9280, 1.6274], [-1.4487, 0.2089, -2.7558], [0.5227, 1.1300, -3.1380]], "forces_ev_per_angstrom": [[-0.6, 1.9, 0.7], [0.4, 1.8, 0.6], [0.5, -5.2, -1.7], [-1.9, 1.4, 0.3], [1.1, -0.5, 0.2], [0.3, -0.3, 0.1], [-0.1, 0.7, -0.1], [1.2, 0.7, -0.1], [-1.0, -0.6, 0.0]], "mulliken_charge": [0.06, -0.67, 0.05, 0.12, -0.60, 0.31, 0.68, 0.96, -0.91]}

***

{"formula": "C2H2FO2S", "method": "ωB97M-V with the def2-TZVPD basis set", "gap_ev": [5.89, 5.89], "total_charge": -1, "relative_energy_kj_mol": 308.5, "e_tot_ha": -725.8771, "multiplicity": 1, "species": ["C", "C", "O", "O", "F", "S", "H", "H"], "coordinates": [[1.9623, -0.6794, 0.7144], [0.6674, -0.3111, 0.3462], [-2.4979, 2.3852, -0.7234], [-2.6875, 0.3246, -2.0037], [-0.3523, -0.8990, 1.0664], [-2.2117, 0.9595, -0.7798], [2.8128, -0.2648, 0.1573], [2.3068, -1.5148, 1.2226]], "forces_ev_per_angstrom": [[-2.0, 1.7, -2.2], [2.4, 0.7, -0.1], [0.4, -0.7, 0.2], [0.5, 0.2, 0.9], [-0.2, -0.8, 0.6], [-0.5, 0.3, -0.9], [-0.6, 0.3, -0.1], [0.0, -1.7, 1.7]], "mulliken_charge": [-0.91, -0.18, -0.45, -0.44, -0.21, 0.72, 0.19, 0.28]}

***

{"formula": "C2H2FO2S", "method": "ωB97M-V with the def2-TZVPD basis set", "gap_ev": [5.30, 6.23], "total_charge": -1, "relative_energy_kj_mol": 0.0, "e_tot_ha": -725.8374, "multiplicity": 3, "species": ["C", "C", "O", "O", "F", "S", "H", "H"], "coordinates": [[1.1574, 0.0191, -0.5249], [2.4444, 0.0959, -0.1694], [-3.2013, 0.7632, 0.1682], [-2.0722, -1.4939, 0.1782], [2.8153, 1.0757, 0.7162], [-2.1016, -0.0728, 0.6263], [0.6437, -0.8233, -0.9725], [0.3142, 0.4361, -0.0221]], "forces_ev_per_angstrom": [[1.2, -2.0, 0.2], [-2.5, 1.8, 0.8], [-2.0, 1.1, -1.0], [-0.2, -0.6, -0.5], [0.5, -1.0, -0.9], [2.1, -0.5, 1.4], [0.9, -0.3, -1.0], [-0.1, 1.5, 0.9]], "mulliken_charge": [-0.38, 0.13, -0.54, -0.54, -0.19, 0.16, 0.28, 0.08]}

***

{"formula": "C2H2FOPm", "method": "ωB97M-V with the def2-TZVPD basis set", "gap_ev": [6.65, 8.15], "total_charge": 2, "relative_energy_kj_mol": 0.0, "e_tot_ha": -859.9207, "multiplicity": 5, "species": ["C", "C", "O", "H", "F", "Pm", "H"], "coordinates": [[-0.9133, -0.3095, -0.6390], [-1.9663, 0.2831, 0.1254], [0.2913, -0.1932, -0.5355], [-1.5731, -1.3209, -0.4995], [-2.6428, 1.2139, -0.4417], [2.5194, 0.1473, 0.5767], [4.2848, 0.1793, 1.4135]], "forces_ev_per_angstrom": [[-2.9, -1.6, 2.9], [0.1, 2.6, -1.8], [2.8, -0.1, 0.1], [1.2, 0.2, -1.5], [-0.5, -0.9, 0.9], [-1.0, -0.3, -0.6], [0.2, 0.2, 0.0]], "mulliken_charge": [0.33, 0.10, -0.55, 0.26, -0.02, 1.98, -0.09]}

***

{"formula": "C2H2FOZn", "method": "ωB97M-V with the def2-TZVPD basis set", "gap_ev": 7.95, "total_charge": 1, "relative_energy_kj_mol": 0.0, "e_tot_ha": -2031.4804, "multiplicity": 1, "species": ["C", "C", "O", "H", "H", "F", "Zn"], "coordinates": [[1.0440, 0.4755, 0.9300], [0.3689, 0.0652, -0.1019], [0.0282, -0.2132, -1.2146], [1.8763, 1.1623, 0.7697], [0.8455, 0.0434, 1.9112], [-2.5709, -0.7856, -0.4295], [-1.5920, -0.7477, -1.8649]], "forces_ev_per_angstrom": [[-1.0, -1.1, -0.2], [2.1, 1.3, 0.3], [1.1, -0.1, 0.4], [-0.3, 0.0, -0.1], [0.0, 0.2, -0.2], [-0.7, -0.2, 0.1], [-1.3, -0.2, -0.4]], "mulliken_charge": [-0.66, 0.94, -0.34, 0.29, 0.27, -0.53, 1.02]}

***

{"formula": "C2H2I2P", "method": "ωB97M-V with the def2-TZVPD basis set", "gap_ev": [5.96, 5.96], "total_charge": 1, "relative_energy_kj_mol": 236.7, "e_tot_ha": -1013.7329, "multiplicity": 1, "species": ["C", "C", "P", "I", "I", "H", "H"], "coordinates": [[0.6091, -1.2299, -0.5087], [1.4737, -0.4274, 0.3183], [2.8557, 0.3703, 1.2431], [0.1003, -1.8103, -2.6056], [2.2407, 2.7393, 1.3582], [-0.3128, -1.5045, -0.0063], [0.6867, -0.2425, 1.1187]], "forces_ev_per_angstrom": [[1.4, 1.6, 0.2], [-1.8, -1.0, -0.4], [-2.0, -0.1, -2.0], [1.3, 0.8, 2.0], [0.2, -1.6, -0.1], [0.2, -0.1, 0.1], [0.8, 0.5, 0.0]], "mulliken_charge": [-0.42, -0.05, 0.33, 0.27, 0.31, 0.34, 0.23]}

***

{"formula": "C2H2I2P", "method": "ωB97M-V with the def2-TZVPD basis set", "gap_ev": [6.86, 5.10], "total_charge": 1, "relative_energy_kj_mol": 165.5, "e_tot_ha": -1013.6873, "multiplicity": 3, "species": ["C", "C", "P", "I", "I", "H", "H"], "coordinates": [[1.1715, -0.1684, 0.1263], [-0.1348, 0.1608, 0.1868], [-1.6636, 1.0167, 1.0176], [3.3198, 0.6734, -0.2269], [-3.4288, 0.0222, -0.3542], [1.2616, -1.1006, -0.2467], [-0.5258, -0.6041, -0.5029]], "forces_ev_per_angstrom": [[1.4, 3.7, -0.1], [-1.0, 0.0, 0.5], [0.7, -0.4, -0.8], [-2.8, -0.6, 0.8], [0.9, 0.3, 0.6], [1.3, -3.4, -0.8], [-0.5, 0.4, -0.2]], "mulliken_charge": [-0.48, 0.00, 0.20, 0.41, 0.22, 0.42, 0.22]}

***

{"formula": "C2H2I2S2", "method": "ωB97M-V with the def2-TZVPD basis set", "gap_ev": 7.42, "relative_energy_kj_mol": 62.7, "e_tot_ha": -1469.1034, "multiplicity": 1, "species": ["S", "C", "C", "S", "I", "H", "I", "H"], "coordinates": [[-0.6775, 1.2085, 2.0865], [-0.1637, -0.0767, 1.3780], [0.2269, -1.1601, 0.7826], [-0.2842, -2.7378, 1.4139], [1.6468, -1.0420, -0.8111], [-1.0464, -3.0813, 0.3699], [-0.3273, 2.8414, -2.7704], [0.6255, 4.0480, -2.4494]], "forces_ev_per_angstrom": [[0.2, -0.3, -0.2], [-0.3, 0.8, 0.2], [0.6, -1.0, -0.5], [0.2, 0.4, 0.0], [-0.5, 0.1, 0.6], [-0.1, 0.0, -0.1], [-0.5, -0.6, -0.1], [0.5, 0.6, 0.2]], "mulliken_charge": [-0.33, 0.29, -0.01, -0.19, 0.10, 0.15, -0.09, 0.09]}

***

{"formula": "C2H2IN2O7S2", "method": "ωB97M-V with the def2-TZVPD basis set", "gap_ev": 7.75, "total_charge": -1, "e_tot_ha": -1807.4441, "multiplicity": 1, "species": ["O", "N", "O", "S", "O", "O", "N", "S", "O", "O", "C", "C", "O", "I", "H", "H"], "coordinates": [[4.3585, -1.1341, -0.1092], [4.0119, -0.1938, -0.8296], [3.5086, 0.7174, 0.0208], [1.7718, 0.6235, 0.0565], [1.3847, 1.2076, 1.4715], [1.3116, 1.5780, -1.1138], [1.1663, -0.9897, -0.2153], [-0.5550, -1.1162, 0.1174], [-0.6858, -1.7392, 1.5421], [-1.0860, -2.2154, -0.8833], [-1.4968, 0.4942, 0.0181], [-3.1262, 0.3739, 0.0996], [-3.7626, 1.3354, 0.8250], [-4.4014, -1.1161, -0.8623], [-1.2389, 0.9758, -1.0402], [-1.1607, 1.1986, 0.9028]], "forces_ev_per_angstrom": [[-0.3, 2.1, -3.4], [2.0, -4.8, 2.5], [-2.9, 1.4, 0.8], [-5.6, 4.3, 0.7], [2.0, -2.3, -5.1], [2.0, -3.5, 3.9], [-0.1, 3.1, 0.3], [0.1, -7.1, 2.0], [0.1, 3.2, -4.1], [1.7, 4.8, 2.4], [-0.8, 1.3, -0.8], [-2.3, 5.6, 4.5], [4.2, -6.3, -4.9], [1.1, 0.9, 0.5], [-0.4, -1.0, 2.3], [-0.6, -1.6, -1.9]], "mulliken_charge": [-0.22, 0.14, -0.13, 1.00, -0.60, -0.59, -0.39, 1.03, -0.63, -0.62, -0.39, 0.03, -0.50, 0.11, 0.39, 0.38]}

***

{"formula": "C2H2IN2OP", "method": "ωB97M-V with the def2-TZVPD basis set", "gap_ev": 8.13, "relative_energy_kj_mol": 97.3, "e_tot_ha": -901.0775, "multiplicity": 1, "species": ["C", "C", "N", "N", "O", "P", "I", "H", "H"], "coordinates": [[-0.0108, 0.8425, -0.0593], [0.1755, -2.0118, -1.4060], [-0.3252, -0.4460, 0.3749], [-0.0410, -1.3630, -0.4530], [0.4495, 0.9938, -1.1603], [-0.3659, 2.1917, 1.2525], [0.2200, -3.5515, -2.7091], [0.8471, 1.8961, 1.9081], [-0.9491, 1.4482, 2.2524]], "forces_ev_per_angstrom": [[-0.3, -1.3, 0.2], [-0.2, -0.1, 1.3], [-0.3, -0.5, 1.6], [0.0, 0.1, -2.2], [0.4, 1.4, -0.4], [0.8, 0.3, -0.9], [0.1, 0.6, 0.4], [0.4, 0.3, -0.2], [-0.8, -0.8, 0.2]], "mulliken_charge": [0.55, 0.13, -0.94, 0.47, -0.54, -0.09, 0.32, 0.05, 0.06]}

***

{"formula": "C2H2IN3", "method": "ωB97M-V with the def2-TZVPD basis set", "gap_ev": 9.84, "relative_energy_kj_mol": 37.5, "e_tot_ha": -539.3456, "multiplicity": 1, "species": ["I", "C", "N", "C", "N", "N", "H", "H"], "coordinates": [[1.0458, -2.6083, 0.8104], [0.5048, -0.7054, 0.1738], [0.8142, -0.1154, -0.9371], [-0.0358, 0.9679, -0.9675], [-0.8122, 1.1219, 0.0710], [-0.5708, -0.0150, 0.7702], [0.0388, 1.7274, -1.5979], [-0.9849, -0.3730, 1.6771]], "forces_ev_per_angstrom": [[0.0, 0.5, -0.1], [-2.6, 0.6, 0.4], [0.0, 0.3, -0.3], [0.8, -2.3, 3.0], [-0.7, -1.4, 0.6], [1.7, -2.0, 1.2], [0.4, 2.8, -3.1], [0.4, 1.4, -1.7]], "mulliken_charge": [0.11, 0.16, -0.50, -0.09, -0.54, 0.11, 0.50, 0.24]}

***

{"formula": "C2H2INO3", "method": "ωB97M-V with the def2-TZVPD basis set", "gap_ev": 9.19, "relative_energy_kj_mol": 228.9, "e_tot_ha": -655.5163, "multiplicity": 1, "species": ["O", "C", "I", "C", "O", "N", "O", "H", "H"], "coordinates": [[-2.3939, 2.0488, 0.3010], [-2.5161, 0.8594, 0.1188], [-4.4125, -0.1334, -0.0585], [-1.4251, -0.1988, 0.1094], [-1.5174, -1.3472, 0.4925], [-0.2705, 0.3521, -0.2425], [0.8000, -0.5901, -0.2790], [-0.0784, 1.3501, 0.0457], [0.2556, -1.3313, 0.1266]], "forces_ev_per_angstrom": [[0.2, -2.4, -0.5], [-1.3, 1.4, 0.7], [0.1, 0.4, 0.0], [0.5, 0.9, 1.1], [-0.6, -0.2, -0.6], [1.7, 0.9, -0.4], [-1.7, 0.7, 0.9], [0.0, -1.7, -0.7], [1.1, 0.1, -0.3]], "mulliken_charge": [-0.45, 0.25, 0.07, 0.55, -0.61, -0.10, -0.39, 0.30, 0.39]}

***

{"formula": "C2H2IO2", "method": "ωB97M-V with the def2-TZVPD basis set", "gap_ev": 6.23, "total_charge": -1, "relative_energy_kj_mol": 140.5, "e_tot_ha": -525.5815, "multiplicity": 1, "species": ["C", "C", "O", "O", "I", "H", "H"], "coordinates": [[1.5295, -0.9830, 0.2725], [-0.8980, 0.3235, -0.2824], [1.1489, -1.5498, 1.1760], [2.2600, -0.4528, -0.4957], [-0.7167, 2.4787, 0.3061], [-1.4890, 0.3808, -1.2115], [-1.8348, -0.1973, 0.2350]], "forces_ev_per_angstrom": [[2.6, 3.0, -3.0], [-1.6, -1.7, 0.3], [-1.7, -2.1, 2.5], [-1.2, -0.7, 0.4], [-0.4, -0.4, 0.0], [0.7, 0.6, -0.6], [1.6, 1.3, 0.4]], "mulliken_charge": [0.57, -0.86, -0.29, -0.40, -0.33, 0.16, 0.15]}